1.
Molecular formula: C31H23Cl4CsN6O3SSe
Method: DFT, wB97M-V/def2-TZVPD

Results
electronic energy: -174428.440 eV
energy above the lowest of the compared OMol25 structures with the same formula, charge and spin: 0.000 eV
Kohn-Sham gap: 0.196 hartree
net charge: -2

Atoms and positions in Å:
C1 -5.5246 1.7056 -2.7897
C2 3.6997 1.2773 0.0796
C3 1.8870 -4.7527 3.3087
C4 -1.8395 7.0089 -1.0165
C5 5.3261 0.4570 2.2518
H1 -0.9546 -2.1633 3.1019
C6 -0.1655 -2.9055 3.1520
H2 -1.3869 -4.9387 5.6204
N1 3.1305 -3.5740 1.5883
C7 5.8585 1.2552 1.2698
H3 -1.2861 -3.8382 -3.5903
C8 -0.2739 -3.9645 4.0540
N2 2.4775 4.2303 -1.3351
C9 0.2470 -3.9422 -2.0846
Se1 -3.5728 -0.1787 -3.7910
C10 -3.3524 5.1663 -1.3940
H4 -1.6610 8.0620 -0.8356
Cl1 6.3218 -0.0998 3.5696
C11 -0.4079 -3.3759 -3.1610
C12 3.0824 -3.3725 0.2252
C13 0.0595 -2.1697 -3.6575
H5 -5.2835 -1.4353 -1.6295
O1 2.9165 1.6991 -0.8573
N3 1.8996 -3.8077 -0.3525
H6 2.7110 3.1891 -1.2192
Cl2 5.6479 2.7882 -0.9847
H7 -5.0944 2.4066 -3.4945
S1 0.9319 6.4161 -1.0174
Cl3 3.2714 -0.8144 3.5100
N4 0.1435 3.9642 -1.4390
C14 -0.7820 6.1188 -1.1202
C15 -1.4904 -4.1009 4.9302
C16 -5.6297 -0.4176 -1.7593
C17 5.0291 1.6740 0.2116
C18 1.3387 -3.2846 -1.5253
H8 -2.3900 -4.2648 4.3331
C19 1.9776 -3.6968 2.4164
H9 -1.6540 -3.1965 5.5194
C20 3.1356 0.3734 1.0919
H10 -0.4593 -1.6680 -4.4659
H11 3.9720 -3.2045 2.0068
N5 1.1149 -1.5458 -3.1435
H12 2.5827 -1.5323 -1.6810
Cs1 0.2478 0.8045 -1.1351
H13 -3.9714 7.2010 -1.0720
H14 -7.1510 -0.5852 -0.2653
C21 1.7507 -2.0837 -2.1030
C22 3.9782 0.0572 2.1714
H15 -6.9680 3.1028 -2.0562
C23 0.7707 -4.8748 4.1293
N6 -7.1740 1.3029 -1.0802
C24 0.9506 -2.7532 2.3494
C25 -2.2959 4.2779 -1.4999
C26 -6.6764 0.0648 -0.9969
H16 2.6936 -5.4741 3.3554
H17 -4.3630 4.7939 -1.5077
C27 1.2234 4.6799 -1.2852
O2 4.0159 -2.9349 -0.4101
H18 -0.0965 -4.8755 -1.6518
H19 0.7112 -5.6988 4.8323
H20 3.2009 4.8630 -1.0374
C28 -0.9903 4.7490 -1.3535
Cl4 7.5357 1.7191 1.3099
H21 -2.4768 3.2308 -1.7111
C29 -6.5759 2.0910 -1.9797
H22 1.0835 -1.8763 1.7183
C30 -5.0018 0.4037 -2.7095
C31 -3.1315 6.5221 -1.1513
O3 1.9180 -0.0091 0.9751
H23 1.2387 -4.2446 0.2687

***

2.
Molecular formula: C31H23ClLaN2O3PS2
Method: DFT, wB97M-V/def2-TZVPD

Results
electronic energy: -85988.443 eV
energy above the lowest of the compared OMol25 structures with the same formula, charge and spin: 1.009 eV
Kohn-Sham gap: 0.214 hartree
net charge: -2

Atoms and positions in Å:
S1 -0.0796 -2.9715 -1.4833
H1 5.2622 4.3027 -1.3771
H2 -2.7875 1.8333 1.8252
C1 -1.4600 -1.1343 3.0368
H3 2.0268 0.7528 -2.4686
H4 2.5302 2.0590 1.6448
C2 2.2057 3.6697 3.0200
C3 -1.8922 4.5091 -3.5071
La1 -0.4807 -0.4687 -0.1025
C4 -1.1492 -1.9626 1.8985
O1 -0.3324 0.4138 -2.2026
C5 0.2922 4.5428 1.2127
C6 1.0224 3.3941 0.9323
C7 3.9061 -2.2098 -1.3509
H5 -2.7226 2.8734 0.3826
C8 -1.3152 2.5113 -2.3190
H6 0.0717 0.9675 5.2528
C9 -2.1212 2.4478 1.2043
H7 5.8758 2.5366 -2.9866
P1 0.7422 2.2272 -0.4469
H8 -0.7127 6.2363 -3.0614
H9 4.2447 0.7699 -3.5480
C10 -1.9987 0.4108 5.3122
H10 0.7586 5.0376 -1.4709
Cl1 -2.3341 1.3409 6.7540
C11 0.5263 5.2528 2.3801
C12 1.6500 -2.9092 -1.6574
C13 -1.4174 1.0390 -2.0348
O2 -2.4563 0.5131 -1.5949
H11 -0.0474 6.1503 2.5854
H12 -0.1731 -2.4512 2.0227
N1 2.4132 -4.6621 -3.3490
C14 4.8916 2.5423 -2.5383
H13 -4.0198 -0.2825 5.1459
H14 -1.7666 3.2857 1.8272
C15 3.2958 3.5289 -1.0404
C16 -0.2842 3.1800 -1.6508
H15 -1.9209 -2.7128 1.6882
C17 3.9755 1.5524 -2.8535
C18 4.5460 3.5307 -1.6337
C19 1.4755 4.8187 3.2877
C20 -3.0234 -0.3077 4.7197
C21 -2.7547 -1.0619 3.5975
C22 2.3708 2.5337 -1.3350
C23 -0.4537 -0.3684 3.6739
H16 2.9473 3.3259 3.7294
C24 1.9754 2.9647 1.8564
C25 2.1102 -3.8463 -2.5897
C26 -0.7139 0.3935 4.7853
C27 2.5585 -2.1081 -0.9938
O3 -1.0540 1.7007 0.7341
C28 -0.0655 4.5212 -1.9445
C29 -2.1119 3.1678 -3.2421
H17 -3.5598 -1.6257 3.1386
C30 -0.8758 5.1855 -2.8516
H18 -0.4685 4.8893 0.5264
S2 2.2506 -0.9746 0.2973
H19 -2.8887 2.6205 -3.7596
H20 3.0504 4.3014 -0.3223
H21 -2.5011 5.0221 -4.2403
H22 1.6372 5.3685 4.2068
N2 5.0224 -2.2670 -1.6403
H23 0.5461 -0.3793 3.2587
C31 2.7335 1.5453 -2.2489

***

3.
Molecular formula: C31H23MnN11O3
Method: DFT, wB97M-V/def2-TZVPD

Results
multiplicity: 2
electronic energy: -86376.135 eV
energy above the lowest of the compared OMol25 structures with the same formula, charge and spin: 0.101 eV
Kohn-Sham gap (alpha / beta): 0.238 / 0.233 hartree

Atoms and positions in Å:
C1 0.6244 -0.5585 2.0596
C2 -1.6621 -2.8367 -0.5611
H1 -0.5161 -0.0381 5.8593
N1 2.2132 2.1864 1.9969
H2 1.8410 -5.7882 -0.7693
H3 -2.8557 -5.9570 0.0047
O1 4.0124 -1.5196 -1.5647
H4 -2.6989 0.9240 6.4844
H5 3.2448 3.4503 3.3482
H6 1.4906 -0.4253 -3.8469
H7 1.2611 2.5319 2.0890
C3 -0.9238 0.0735 3.7520
C4 -2.5567 -3.8357 -0.3001
C5 -0.3705 3.8209 0.9718
N2 0.9191 3.5266 -2.4393
H8 1.1707 4.4885 -2.6039
Mn1 0.3143 -0.0102 -0.9717
C6 0.1288 5.5810 -0.6713
H9 -3.6023 -3.5905 -0.1685
C7 2.3682 -3.7421 -1.0893
H10 -3.1082 1.1116 -4.4495
H11 4.3210 0.4588 0.4380
N3 0.5992 -2.1125 -0.9876
C8 0.4608 3.1891 -1.1967
C9 0.0341 4.2188 -0.3099
O2 2.2475 -0.1349 -1.5069
C10 -1.2326 0.2432 5.0977
C11 -3.3676 1.1584 4.4542
H12 -1.6817 0.7910 -6.4727
H13 0.6692 -0.0058 -6.1642
O3 0.3992 1.9919 -0.8631
C12 -0.2916 -3.1249 -0.7367
N4 -2.2519 0.5613 0.4079
N5 -0.2906 0.0539 -2.9597
C13 0.0120 0.1390 -5.3192
C14 4.3915 2.0115 2.0665
C15 -2.0897 0.7575 -4.3696
H14 -3.3268 1.0043 -1.8348
H15 -4.3152 1.5959 4.7361
H16 -1.9951 -1.8147 -0.6430
H17 1.5042 2.8287 -2.8705
N6 2.5080 1.2627 1.0701
C16 -1.8303 0.4328 2.7569
C17 2.8225 -1.2686 -1.4330
N7 -0.6683 3.3894 2.0061
N8 -1.6383 0.3984 -0.8037
C18 -1.2945 0.5808 -5.4852
C19 0.1320 -4.4699 -0.6469
C20 3.8269 1.1433 1.1110
C21 3.3128 2.6740 2.6054
C22 -2.2985 0.6606 -1.8723
H18 0.9934 -0.6793 4.0507
H19 5.4300 2.1459 2.3111
C23 -0.8162 -5.4839 -0.3759
H20 1.6130 -0.9278 1.8276
N9 -0.1673 -0.2406 1.0855
H21 -0.4702 -6.5081 -0.3116
H22 -3.7342 1.2913 2.3383
C24 -1.4337 0.2590 1.3670
C25 1.5048 -4.7605 -0.8339
C26 -3.0570 0.9882 3.1235
C27 -2.1351 -5.1778 -0.2024
N10 0.3051 -0.4479 3.3532
C28 -1.5593 0.4861 -3.1146
C29 0.4730 -0.1076 -4.0370
C30 -2.4540 0.7832 5.4403
N11 0.2491 6.6719 -1.0301
C31 1.8665 -2.4262 -1.1545
H23 3.4296 -3.8727 -1.2418

***

4.
Molecular formula: C31H23NPPdS3
Method: DFT, wB97M-V/def2-TZVPD

Results
multiplicity: 5
electronic energy: -79276.600 eV
Kohn-Sham gap (alpha / beta): 0.290 / 0.184 hartree
net charge: +1

Atoms and positions in Å:
H1 0.4356 1.5428 5.8283
Pd1 -0.9483 0.4103 0.9628
H2 -3.0436 -6.1333 -0.2588
S1 2.0057 -0.4917 0.9609
C1 -2.5363 3.1626 0.2800
S2 0.1228 0.6244 -1.2738
C2 -4.6335 3.1265 -0.9279
H3 -3.6268 4.9156 -0.3078
C3 3.5525 -1.9779 -1.6427
H4 -5.4540 3.6571 -1.3906
H5 4.9056 0.6363 -1.2987
C4 3.1616 -1.5392 -4.3631
H6 -2.4435 -1.2165 2.8743
N1 -2.4052 -0.9733 0.2164
C5 -1.5025 -3.2476 0.6371
C6 -3.6027 3.8333 -0.3186
C7 3.0802 1.7361 -0.9522
C8 -3.5551 1.0585 -0.3487
C9 2.7781 -0.9064 -2.0767
H7 -1.0055 -5.3084 0.8577
C10 3.3146 4.1178 -0.7516
C11 0.1621 0.7805 3.8461
C12 -1.3667 0.3784 5.6693
H8 -3.0753 -0.8506 5.2391
H9 1.9716 0.1427 -3.7804
H10 -0.6112 -2.8731 1.1257
H11 3.6926 -2.1609 -0.5848
C13 -1.8332 -0.5882 3.5106
H12 -4.7332 -4.5614 -1.1295
C14 -3.4425 -0.4057 -0.3280
H13 6.3280 2.6453 -1.2520
H14 -1.6348 0.5147 6.7083
H15 2.8735 5.0954 -0.6120
H16 1.4358 3.0833 -0.6341
C15 4.1339 -2.8275 -2.5737
C16 -2.1798 -0.3854 4.8478
H17 -5.4186 1.1942 -1.4240
H18 1.0668 1.2286 3.4567
C17 4.6861 3.9908 -0.9240
C18 4.4596 1.6094 -1.1326
S3 -4.6000 -1.4964 -0.9796
H19 5.3125 4.8730 -0.9181
H20 4.3894 -3.2728 -4.6525
C19 -1.7301 -4.5982 0.4831
C20 -4.6135 1.7411 -0.9454
C21 2.5815 -0.6863 -3.4406
C22 -3.8397 -4.1964 -0.6416
C23 -2.5407 1.7878 0.2564
C24 -3.6085 -2.8313 -0.4837
C25 -0.1983 0.9547 5.1771
C26 -2.4575 -2.3613 0.1453
C27 3.9384 -2.6071 -3.9287
P1 2.0703 0.2645 -0.9259
H21 4.7342 -3.6626 -2.2392
C28 -2.8894 -5.0683 -0.1514
H22 -1.7404 3.7199 0.7570
C29 -0.6958 0.0464 3.0493
H23 3.0065 -1.3749 -5.4208
C30 5.2596 2.7393 -1.1127
C31 2.5068 2.9912 -0.7624

***

5.
Molecular formula: C31H24BCl72N2O2
Method: DFT, wB97M-V/def2-TZVPD

Results
multiplicity: 2
electronic energy: -941891.403 eV
Kohn-Sham gap (alpha / beta): 0.305 / 0.332 hartree

Atoms and positions in Å:
Cl1 1.1942 4.9499 -0.8274
C1 -8.2075 1.7479 -8.4843
B1 5.0040 -3.9750 4.8607
H1 6.1526 -2.3586 6.9545
H2 8.2049 -1.5801 5.7079
C2 1.1263 3.9555 -2.2950
Cl2 9.4289 -3.9786 4.1876
C3 3.2384 0.8241 5.2204
Cl3 -4.7331 7.9313 -3.8588
Cl4 11.9336 -4.7151 5.4496
Cl5 -5.2404 0.6162 -2.2300
C4 3.2143 -0.2074 2.8919
C5 5.2104 -5.8945 3.4004
Cl6 3.4942 -1.9833 -4.4629
Cl7 -16.7991 4.8479 -0.6083
Cl8 0.6912 -1.4653 0.4598
C6 6.5046 0.5737 6.2604
Cl9 9.4346 -4.9941 6.8989
H3 8.0460 -0.3996 4.3457
Cl10 2.7426 3.3145 -2.6508
Cl11 -8.5589 4.3050 -14.4596
H4 7.3833 0.2703 6.9056
C7 13.5707 -2.6800 9.1556
C8 6.1108 -0.7183 5.3656
H5 6.2309 -5.5824 3.0035
Cl12 6.0478 -0.9667 9.6673
Cl13 0.5721 4.9481 -3.6569
N1 4.4009 -4.6499 3.6916
C9 4.3617 -2.7303 5.6742
Cl14 -9.3227 2.5772 -12.2640
Cl15 -4.6066 -0.2439 -4.9253
C10 -3.7287 6.5149 -3.4970
C11 5.4139 -1.7453 6.3630
Cl16 -6.9174 2.1088 -7.3238
C12 0.9598 -3.1596 0.0082
C13 3.3188 -1.8316 4.8587
Cl17 -8.8838 3.2629 -9.1092
C14 -9.7588 4.0294 -13.1824
C15 10.1259 -3.2349 -6.8768
H6 5.6425 0.8498 6.9450
Cl18 -11.2021 0.7163 1.1690
H7 7.0112 -4.0274 4.9719
H8 3.6029 0.7400 2.4099
Cl19 -1.0892 0.8674 -4.5904
Cl20 11.5890 -2.4975 -7.5561
Cl21 -10.0634 2.7245 -1.0383
Cl22 -16.2122 7.3005 -2.0344
Cl23 12.6910 -1.1476 9.3308
Cl24 -9.7937 5.4293 -12.0916
C16 -13.6556 1.0969 -6.1291
C17 -5.4074 1.0070 -3.9523
H9 3.7649 1.7544 4.8258
Cl25 -10.9319 -1.3847 -9.3555
N2 5.2905 -0.2252 4.2406
C18 4.7155 -3.2693 -4.4165
H10 4.7200 -6.4855 2.5556
Cl26 -7.5478 0.7958 -9.8292
Cl27 6.8662 -0.0421 12.2879
Cl28 2.5011 -3.3032 -0.8610
Cl29 0.6093 -0.8443 -2.9842
O1 5.7811 -0.4580 3.0602
C19 3.8312 -0.4148 4.3683
C20 10.3185 -4.0083 5.7221
H11 3.5569 0.6678 6.2909
Cl30 4.9919 -3.7636 -2.7338
Cl31 4.1438 -4.6615 -5.3549
Cl32 -14.2196 6.1271 -0.2885
H12 2.1622 -4.1713 8.5617
Cl33 1.0110 -4.1600 1.4723
Cl34 10.4733 -2.3497 6.3363
Cl35 -9.4856 0.8196 -7.6745
C21 -1.0670 -0.3790 -3.3277
Cl36 -10.7371 1.4230 -3.5370
Cl37 -0.3627 -3.7101 -1.0384
O2 6.2580 -4.4922 5.3735
H13 2.4485 -1.6308 5.5700
C22 2.8629 -3.9172 7.7294
Cl38 -14.8940 4.8328 -2.7894
H14 4.8215 -1.1251 7.1152
Cl39 -1.8197 0.2561 -1.8472
Cl40 -13.9272 2.7879 -5.6689
H15 3.4576 -1.0839 2.2100
Cl41 -12.4498 -1.5724 2.4333
C23 3.5375 -3.3801 6.8614
Cl42 -13.6811 1.0434 2.6287
H16 2.1242 0.8599 5.0674
Cl43 8.1161 1.0470 9.9118
Cl44 -14.9704 0.5547 -7.1900
H17 3.4987 -3.4596 2.1483
C24 2.8809 8.5501 -1.4391
Cl45 -8.4918 -2.1604 -10.7103
Cl46 -11.0461 -2.4486 -12.0474
Cl47 3.6220 10.1285 -1.7640
Cl48 -12.1056 0.9613 -6.9850
C25 7.5275 -1.2800 4.8522
Cl49 -1.9749 -1.7963 -3.8884
Cl50 -4.6567 2.5825 -4.2773
Cl51 3.0561 8.1583 0.2840
Cl52 -11.2222 0.4889 4.0583
Cl53 -11.3604 3.8095 -13.9130
Cl54 -4.4767 5.5773 -2.1907
Cl55 -12.0556 3.8918 -2.7845
Cl56 6.2329 -2.6698 -5.1125
Cl57 13.3177 -3.6754 10.6025
H18 5.2653 -6.5876 4.2847
Cl58 9.3546 -4.2581 -8.1031
Cl59 -2.1139 7.0486 -2.9923
H19 2.0873 -0.0692 2.9778
C26 -10.2095 -2.5451 -10.4861
Cl60 3.6887 7.3059 -2.4144
H20 2.8438 -2.3874 3.9846
Cl61 10.5598 -4.2231 -5.4693
Cl62 -12.6486 1.4433 -1.3587
Cl63 12.9695 -3.5459 7.7276
H21 5.1266 -2.8962 2.7049
Cl64 15.3030 -2.3483 8.9614
Cl65 -0.0018 2.6106 -2.0483
C27 -12.1378 0.1689 2.5722
C28 6.5988 0.4368 10.6010
C29 -15.5316 5.7774 -1.4303
C30 4.5424 -3.8246 2.4294
C31 -11.3761 2.3708 -2.1798
Cl66 5.3654 1.7104 10.5358
H22 4.9767 -4.4022 1.5683
Cl67 1.1563 8.6090 -1.8619
Cl68 -10.3666 -4.1862 -9.8309
Cl69 -3.5906 5.5012 -4.9489
H23 6.7881 1.4439 5.5894
Cl70 -7.1274 1.0746 -4.3776
Cl71 8.9982 -1.9590 -6.3777
Cl72 -13.6119 0.0840 -4.6739
H24 7.4264 -2.0939 4.0819

***

6.
Molecular formula: C31H24Cl2N5O3ReSe2
Method: DFT, wB97M-V/def2-TZVPD

Results
multiplicity: 2
electronic energy: -203997.595 eV
energy above the lowest of the compared OMol25 structures with the same formula, charge and spin: 0.000 eV
Kohn-Sham gap (alpha / beta): 0.187 / 0.205 hartree
net charge: -1

Atoms and positions in Å:
C1 -2.2266 1.4974 -2.5060
H1 2.5995 1.0631 -1.2766
H2 0.3199 3.1609 -4.0062
O1 -0.3441 -3.0270 -0.3928
H3 3.5846 -1.5605 3.7657
C2 -2.4122 -0.6843 2.6554
C3 -2.9089 2.3973 -4.6236
C4 0.3422 -3.8210 0.3239
C5 2.9460 -3.4576 3.0146
C6 1.1561 4.0731 -1.7537
O2 -4.9018 -0.2548 3.9986
H4 -1.4286 3.5056 -5.7043
H5 -5.4451 -0.2964 4.7928
Se1 -2.2656 -1.2169 0.7458
Cl1 2.9690 -6.5740 2.8684
Cl2 -0.7453 -5.9222 -0.9540
C7 -1.6489 2.9427 -4.8066
C8 -0.9519 2.0475 -2.6802
C9 2.9300 -2.0896 3.0921
H6 2.2059 5.9129 -1.9836
C10 -0.6709 2.7644 -3.8454
H7 -2.4404 0.9392 -1.6035
C11 -3.8212 0.6184 4.2347
C12 2.0714 -4.1120 2.1217
H8 -1.4220 1.4396 4.3503
O3 -3.0656 1.4644 0.6511
H9 2.0249 -0.2765 2.2982
C13 -3.7667 1.3153 1.8475
C14 0.0708 1.8098 -1.6503
C15 1.2295 -3.2907 1.3281
C16 2.4132 -1.6261 -2.0483
C17 -2.9204 0.7204 2.9860
H10 -4.6054 0.6453 1.6392
N1 3.7453 -4.5428 -3.3365
H11 -2.1383 2.6969 3.3273
C18 3.9334 -1.1423 -3.8260
H12 1.0420 -7.1035 0.8735
H13 -3.2188 0.2569 5.0815
H14 -3.1063 -1.4197 3.0706
C19 0.3100 -5.2208 0.2159
H15 -3.6694 2.5264 -5.3812
C20 1.2521 2.6927 -1.5905
C21 3.5372 -3.4225 -3.1691
H16 0.1862 4.5439 -1.7860
H17 4.6249 2.4232 -1.5247
H18 4.4442 4.8589 -1.9489
C22 -3.1922 1.6753 -3.4738
H19 -2.2097 1.8833 0.8439
N2 -0.0335 0.7883 -0.8929
C23 2.0574 -1.3596 2.2777
C24 3.6553 2.8956 -1.5853
C25 1.1049 -6.0347 1.0084
H20 -4.1801 1.2612 -3.3329
Se2 -0.1364 1.6527 2.2029
C26 2.5172 2.1230 -1.4574
C27 3.2965 -2.0590 -2.9865
H21 -4.1650 2.2897 2.1742
H22 -4.1929 1.6236 4.4800
Re1 0.0006 -0.8523 -0.1396
H23 3.6301 -4.0386 3.6149
N3 4.4657 -0.3984 -4.5259
C28 2.2986 4.8440 -1.8558
H24 -1.4207 -0.8355 3.0906
C29 1.9711 -5.5011 1.9370
N4 1.2392 -1.9466 1.4310
C30 -1.7758 1.6679 3.3438
C31 3.5540 4.2591 -1.8105
N5 1.7020 -1.1930 -1.2286